No. 1
The following is a quantum chemistry calculation of C3HO2Sc as an isolated structure at a distorted geometry, from the OMol25 dataset.

The largest force on an atom is 5.28 eV/A. The frontier orbital gap comes out at 5.70 eV. The highest occupied orbital energy is -19.089 eV. The value obtained for the total energy is -27897.84586 eV.

ORCA input file:
```
! RIJCOSX wB97M-V def2-TZVPD def2/J DEFGRID3
* xyz 2 1
O -0.91 0.74 0.87
O -1.04 -0.48 -0.93
C -0.33 0.12 -0.07
Sc -2.77 0.34 -0.06
C 1.94 -0.91 -0.47
C 1.13 0.02 -0.11
H 1.98 0.17 0.78
*
```

Results of the Mulliken charge analysis, in e, for atoms 1 through 6: -0.523 -0.528 1.284 1.704 -0.211 -0.100

=====

No. 2
The following is a quantum chemistry calculation of C13H21Cl9O15S3 as an isolated structure at a distorted geometry, from the OMol25 dataset.

The largest force on an atom is 2.09 eV/A. The frontier orbital gap comes out at 10.83 eV. The highest occupied orbital energy is -11.186 eV. The value obtained for the total energy is -189738.60727 eV.

ORCA input file:
```
! RIJCOSX wB97M-V def2-TZVPD def2/J DEFGRID3
* xyz 0 1
C -3.49 1.72 4.37
Cl -2.38 2.76 3.49
Cl -2.83 0.11 4.57
Cl -5.03 1.63 3.49
H -3.69 2.15 5.34
C -2.89 1.12 -4.38
Cl -4.54 1.70 -4.44
Cl -1.94 2.12 -3.24
Cl -2.13 1.13 -5.95
H -2.89 0.11 -3.99
C 1.97 -2.09 -2.46
Cl 1.75 -1.77 -4.19
Cl 3.66 -1.95 -2.01
Cl 1.32 -3.67 -2.04
H 1.41 -1.34 -1.92
C 2.60 2.25 -3.93
C 1.98 3.36 -4.75
C 0.86 4.14 -4.02
O 1.25 5.50 -4.11
C 2.52 5.59 -4.58
O 3.14 6.59 -4.62
O 2.95 4.39 -5.01
H 2.74 2.52 -2.88
H 3.57 1.99 -4.34
H 1.93 1.39 -3.99
H 1.62 2.98 -5.71
H 0.91 3.89 -2.96
H -0.15 3.95 -4.36
C 0.37 2.22 1.20
C 0.26 2.01 -0.32
O 0.34 0.61 -0.57
S 0.52 -0.19 0.81
O 1.53 -1.16 0.67
O -0.75 -0.56 1.30
O 1.11 1.05 1.60
H -0.63 2.11 1.61
H 0.86 3.14 1.51
H 1.15 2.45 -0.78
H -0.59 2.44 -0.83
C 3.58 -1.66 3.41
C 2.44 -0.93 4.10
O 2.42 -1.54 5.40
S 2.94 -3.05 5.35
O 1.88 -3.96 5.49
O 4.06 -3.15 6.21
O 3.36 -3.02 3.81
H 4.57 -1.32 3.71
H 3.51 -1.62 2.33
H 1.51 -1.07 3.55
H 2.61 0.13 4.25
C -4.59 -3.43 1.07
C -3.10 -3.18 1.46
O -2.44 -4.43 1.36
S -3.53 -5.60 1.41
O -3.98 -5.77 2.74
O -3.08 -6.68 0.66
O -4.62 -4.78 0.61
H -4.95 -2.78 0.27
H -5.26 -3.32 1.93
H -3.02 -2.83 2.49
H -2.68 -2.43 0.81
*
```

Results of the Mulliken charge analysis, in e, for atoms 1 through 6: -0.020 -0.122 -0.081 -0.135 0.359 0.031

=====

No. 3
The following is a quantum chemistry calculation of an isolated ion of composition C8H14N3O and charge +1 at a distorted geometry, from the OMol25 dataset.

The largest force on an atom is 3.85 eV/A. Its SMILES is CNC[C@]1(C)C2=[N+]1C(=O)NCC2. The frontier orbital gap (alpha / beta) comes out at 9.12 / 9.12 eV. The highest occupied orbital energy (alpha / beta) is -13.407 / -13.407 eV. The value obtained for the total energy is -15030.86532 eV.

ORCA input file:
```
! RIJCOSX wB97M-V def2-TZVPD def2/J DEFGRID3
* xyz 1 1
C 1.62 1.06 1.82
N 1.83 0.61 0.42
C 1.92 -0.86 0.08
C 0.50 -1.29 -0.35
C 0.11 -2.63 -0.74
C -0.14 0.03 -0.89
N -0.56 -0.44 0.25
C -1.95 -0.39 0.65
O -2.43 -1.27 1.33
N -2.51 0.66 0.12
C -1.75 1.72 -0.54
C -0.79 1.14 -1.55
H 0.62 0.75 2.02
H 2.15 0.63 2.62
H 1.99 2.12 1.88
H 2.55 1.11 -0.08
H 2.45 -1.51 0.84
H 2.62 -0.76 -0.72
H -1.06 -2.80 -0.87
H 0.53 -3.32 0.00
H 0.61 -2.87 -1.59
H -3.36 1.03 0.39
H -1.32 2.24 0.31
H -2.36 2.43 -1.00
H -1.33 0.80 -2.47
H 0.07 1.83 -1.93
*
```

Results of the Mulliken charge analysis, in e, for atoms 1 through 6: -0.815 -0.228 -0.794 1.136 -1.360 -0.023

=====

Copy entry 1 word for word.
The following is a quantum chemistry calculation of C3HO2Sc as an isolated structure at a distorted geometry, from the OMol25 dataset.

The largest force on an atom is 5.28 eV/A. The frontier orbital gap comes out at 5.70 eV. The highest occupied orbital energy is -19.089 eV. The value obtained for the total energy is -27897.84586 eV.

ORCA input file:
```
! RIJCOSX wB97M-V def2-TZVPD def2/J DEFGRID3
* xyz 2 1
O -0.91 0.74 0.87
O -1.04 -0.48 -0.93
C -0.33 0.12 -0.07
Sc -2.77 0.34 -0.06
C 1.94 -0.91 -0.47
C 1.13 0.02 -0.11
H 1.98 0.17 0.78
*
```

Results of the Mulliken charge analysis, in e, for atoms 1 through 6: -0.523 -0.528 1.284 1.704 -0.211 -0.100

=====

- The highest total energy belongs to which entry?
  C8H14N3O

=====

- Among the records above, which one has the lowest total energy?
  C13H21Cl9O15S3

=====

- What is the total energy in the second record?
  -189738.60727 eV